Record 1
DFT (ωB97M-V with the def2-TZVPD basis set) results for one molecule with the formula C6H10O at a distorted geometry.

Positions of all 17 atoms, in Å:
C: -2.04 -0.50 -0.37
C: -1.11 0.76 -0.19
C: 0.31 1.52 0.54
C: 0.30 0.43 -0.45
C: 0.68 -0.85 0.28
C: 2.18 -0.81 0.29
O: 2.84 -1.03 -0.69
H: -2.01 -1.32 0.35
H: -1.73 -0.97 -1.33
H: -3.10 -0.25 -0.54
H: -1.64 1.64 -0.52
H: 0.77 2.45 0.15
H: 0.55 1.40 1.59
H: 0.76 0.54 -1.43
H: 0.29 -1.74 -0.22
H: 0.28 -0.81 1.30
H: 2.66 -0.46 1.23

Properties
Multiplicity: 1
Frontier orbital gap in hartree: 0.363
Electronic energy in eV: -8428.1225
Energy relative to the best compared isomer or geometry (same formula, charge and spin) in kcal per mole: 71.9
LUMO in eV: 0.9
SMILES: C[C@H]1C[C@H]1CC=O


Record 2
DFT (ωB97M-V with the def2-TZVPD basis set) results for C23H37N2O2P3Sn as an isolated structure at a distorted geometry.

Positions of all 68 atoms, in Å:
P: 3.68 -0.59 0.19
C: 4.31 -0.82 1.83
H: 5.40 -1.03 1.79
H: 3.82 -1.68 2.31
H: 4.15 0.08 2.44
C: 3.59 -2.11 -0.77
H: 3.29 -1.92 -1.82
H: 2.87 -2.80 -0.30
H: 4.57 -2.61 -0.79
C: 4.54 0.67 -0.75
H: 5.62 0.45 -0.81
H: 4.43 1.64 -0.24
H: 4.15 0.75 -1.78
P: -0.88 3.29 -0.87
C: -0.91 4.00 0.80
H: -1.38 4.99 0.78
H: 0.12 4.07 1.18
H: -1.48 3.33 1.46
C: 0.09 4.49 -1.82
H: 0.16 4.17 -2.87
H: 1.11 4.54 -1.39
H: -0.39 5.48 -1.76
C: -2.57 3.60 -1.46
H: -2.74 4.69 -1.52
H: -3.29 3.13 -0.77
H: -2.70 3.15 -2.46
P: -2.83 -2.48 0.20
C: -3.49 -2.86 1.79
H: -4.08 -3.80 1.71
H: -4.16 -2.05 2.12
H: -2.67 -2.99 2.52
C: -4.02 -2.39 -1.15
H: -4.74 -3.22 -1.04
H: -3.54 -2.46 -2.13
H: -4.58 -1.45 -1.09
C: -1.47 -3.54 -0.28
H: -1.85 -4.57 -0.43
H: -0.72 -3.58 0.52
H: -0.97 -3.21 -1.20
Sn: -0.16 0.52 -2.07
C: 1.96 0.14 0.32
O: 1.16 0.68 1.02
C: -2.14 -0.77 0.35
O: -1.97 0.28 0.83
C: -1.39 -0.06 -3.97
C: -0.72 -1.24 -3.58
C: 0.68 -1.24 -3.45
C: 1.43 -0.08 -3.73
C: 0.77 1.10 -4.12
C: -0.65 1.11 -4.24
H: -2.49 -0.05 -4.02
H: -1.29 -2.16 -3.39
H: 1.19 -2.16 -3.16
H: 2.52 -0.10 -3.63
H: 1.35 2.02 -4.28
H: -1.17 2.05 -4.47
N: 3.53 -0.17 5.10
C: 2.39 -0.28 4.82
C: 0.98 -0.38 4.53
C: 0.02 0.05 5.46
C: -1.33 -0.02 5.11
C: -1.66 -0.51 3.83
N: -0.74 -0.99 2.99
C: 0.54 -0.92 3.31
H: 0.35 0.42 6.42
H: -2.13 0.29 5.77
H: -2.70 -0.55 3.49
H: 1.25 -1.35 2.60

Properties
Multiplicity: 1
Frontier orbital gap (spin up / spin down) in hartree: 0.219 / 0.207
Total charge: +4
Electronic energy in eV: -65178.3937
LUMO (spin up / spin down) in eV: -12.8 / -12.8


Record 3
DFT (ωB97M-V with the def2-TZVPD basis set) results for a 5-piece molecular cluster, C31H56BrN3O12 overall at a distorted geometry.

Positions of all 103 atoms, in Å:
C: -2.33 4.58 -1.42
C: -1.87 3.10 -0.80
O: -1.58 2.18 -1.90
C: -0.32 1.44 -1.70
C: -0.61 0.12 -0.71
O: 0.62 -0.39 -0.11
C: 0.76 -1.84 -0.18
Br: 0.99 -2.24 -2.17
O: -0.41 -2.63 0.21
C: -0.88 -2.36 1.57
C: 2.19 -2.43 0.47
C: 2.45 -2.07 2.03
C: 2.44 -0.52 2.49
C: 3.57 -0.08 3.59
C: 3.09 1.41 4.18
N: 4.16 1.99 5.08
C: 3.85 1.79 6.55
C: 3.01 0.53 7.20
O: 4.34 2.72 7.40
N: 3.36 -2.31 -0.47
C: 4.23 -1.12 -0.31
C: 3.63 0.29 -0.99
N: 4.70 0.86 -1.93
H: -3.36 4.96 -0.94
H: -2.50 4.51 -2.59
H: -1.55 5.43 -1.21
H: -2.79 2.77 -0.12
H: -0.98 3.29 -0.05
H: 0.49 2.09 -1.13
H: 0.11 1.14 -2.75
H: -1.26 0.56 0.18
H: -1.29 -0.66 -1.25
H: -0.59 -1.32 2.01
H: -0.48 -3.18 2.34
H: -2.07 -2.44 1.63
H: 1.97 -3.61 0.48
H: 1.65 -2.64 2.71
H: 3.50 -2.54 2.34
H: 2.53 0.27 1.59
H: 1.38 -0.29 2.98
H: 4.68 -0.04 3.17
H: 3.49 -0.84 4.50
H: 2.92 2.15 3.28
H: 2.03 1.28 4.70
H: 5.04 1.45 4.84
H: 2.93 0.71 8.37
H: 1.92 0.44 6.73
H: 3.57 -0.49 7.06
H: 3.88 -3.22 -0.60
H: 4.61 -0.88 0.77
H: 5.22 -1.33 -0.94
H: 2.69 0.10 -1.66
H: 3.45 1.13 -0.18
H: 4.44 0.54 -2.89
H: 4.68 1.91 -1.86
O: -5.16 6.60 -5.49
C: -4.02 6.26 -5.73
C: -3.04 7.02 -6.58
C: -1.98 5.98 -6.85
C: -2.06 5.10 -5.62
O: -3.43 5.14 -5.22
H: -2.65 7.86 -6.00
H: -3.51 7.36 -7.50
H: -0.99 6.40 -7.01
H: -2.26 5.40 -7.74
H: -1.45 5.48 -4.80
H: -1.77 4.07 -5.84
O: 5.03 -3.68 0.84
C: 5.25 -4.82 0.48
C: 5.55 -5.98 1.38
C: 6.11 -6.99 0.41
C: 5.42 -6.64 -0.88
O: 5.22 -5.23 -0.83
H: 4.62 -6.32 1.84
H: 6.28 -5.70 2.14
H: 5.95 -8.03 0.72
H: 7.19 -6.83 0.30
H: 4.44 -7.13 -0.97
H: 6.02 -6.89 -1.75
O: -3.51 -3.51 2.99
C: -4.32 -2.66 3.32
C: -4.28 -1.22 2.89
C: -5.23 -0.57 3.87
C: -6.18 -1.69 4.20
O: -5.41 -2.89 4.11
H: -4.65 -1.15 1.86
H: -3.27 -0.81 2.97
H: -5.72 0.32 3.48
H: -4.67 -0.28 4.77
H: -7.01 -1.75 3.48
H: -6.59 -1.59 5.21
O: -6.10 -2.07 -3.60
C: -5.70 -0.93 -3.43
C: -5.88 0.20 -4.40
C: -4.89 1.21 -3.88
C: -4.84 0.91 -2.41
O: -5.07 -0.50 -2.31
H: -6.91 0.57 -4.33
H: -5.64 -0.11 -5.42
H: -5.16 2.25 -4.10
H: -3.90 1.02 -4.33
H: -5.63 1.43 -1.85
H: -3.87 1.16 -1.97

Properties
Multiplicity: 1
Frontier orbital gap in hartree: 0.297
Electronic energy in eV: -132129.1209
LUMO in eV: 0.3
SMILES: CCOCCO[C@](Br)(OC)[C@H](CCCCNC(C)=O)NCCN.O=C1CCCO1.O=C1CCCO1.O=C1CCCO1.O=C1CCCO1


Record 4
DFT (ωB97M-V with the def2-TZVPD basis set) results for one molecule with the formula C19H21N5O2S at a distorted geometry.

Positions of all 48 atoms, in Å:
C: -2.65 -1.09 -1.93
N: -2.47 -1.01 -0.51
C: -1.63 -1.77 0.25
S: -0.60 -3.03 -0.40
C: 0.65 -1.95 -1.21
C: 0.57 -0.53 -0.67
O: 0.10 0.35 -1.38
N: 0.98 -0.31 0.59
C: 1.47 -1.28 1.54
C: 2.86 -0.83 2.05
N: 3.17 0.52 1.64
C: 3.78 0.75 0.40
C: 4.05 -0.27 -0.52
C: 4.71 0.00 -1.71
C: 5.11 1.29 -2.02
C: 4.85 2.31 -1.11
C: 4.20 2.04 0.08
C: 2.06 1.38 2.00
C: 0.82 1.03 1.14
N: -1.67 -1.40 1.50
N: -2.52 -0.38 1.59
C: -3.00 -0.13 0.38
C: -3.92 0.93 0.10
C: -4.47 1.84 0.98
C: -5.30 2.66 0.20
C: -5.21 2.21 -1.08
O: -4.37 1.16 -1.15
H: -3.69 -0.89 -2.18
H: -2.39 -2.10 -2.26
H: -2.01 -0.36 -2.42
H: 1.62 -2.41 -1.05
H: 0.44 -1.92 -2.28
H: 0.75 -1.32 2.37
H: 1.51 -2.27 1.10
H: 3.65 -1.50 1.70
H: 2.88 -0.85 3.14
H: 3.75 -1.29 -0.33
H: 4.90 -0.80 -2.40
H: 5.61 1.50 -2.95
H: 5.16 3.32 -1.33
H: 4.04 2.85 0.78
H: 2.32 2.42 1.86
H: 1.85 1.21 3.06
H: -0.10 1.07 1.74
H: 0.72 1.71 0.29
H: -4.28 1.88 2.03
H: -5.89 3.49 0.54
H: -5.66 2.53 -1.99

Properties
Multiplicity: 1
Frontier orbital gap in hartree: 0.306
Electronic energy in eV: -42423.7992
Energy relative to the best compared isomer or geometry (same formula, charge and spin) in kcal per mole: 53.9
LUMO in eV: 0.5
SMILES: Cn1c(SCC(=O)N2CCN(c3ccccc3)CC2)nnc1-c1ccco1


Record 5
DFT (ωB97M-V with the def2-TZVPD basis set) results for a 2-piece molecular cluster, C16H24F8NO2Si overall at a distorted geometry.

Positions of all 52 atoms, in Å:
C: 0.39 0.59 -0.06
C: 0.04 0.46 -1.59
C: -0.22 -1.00 -2.10
O: 0.99 -1.70 -2.55
N: 1.85 -1.84 -1.51
C: 2.98 -1.06 -1.45
C: 3.92 -1.14 -0.34
C: 3.60 -2.09 0.75
Si: 4.79 -2.18 2.27
C: 3.78 -1.44 3.72
C: 6.30 -1.05 1.98
C: 5.25 -3.94 2.77
C: 2.39 -2.93 0.62
C: 1.53 -2.77 -0.54
H: 0.99 1.53 0.08
H: 1.04 -0.24 0.34
H: -0.49 0.66 0.62
H: 0.89 0.90 -2.18
H: -0.87 1.11 -1.79
H: -0.85 -1.63 -1.41
H: -0.84 -0.90 -3.04
H: 3.19 -0.35 -2.28
H: 4.82 -0.49 -0.34
H: 2.84 -2.07 3.83
H: 3.40 -0.41 3.45
H: 4.35 -1.44 4.68
H: 7.03 -1.14 2.84
H: 6.82 -1.25 1.01
H: 5.96 0.03 1.99
H: 5.98 -4.45 2.09
H: 4.31 -4.54 2.93
H: 5.75 -3.89 3.78
H: 2.13 -3.66 1.42
H: 0.60 -3.37 -0.63
C: -4.79 4.03 -1.28
C: -3.69 2.96 -1.44
C: -3.95 1.87 -2.48
F: -5.07 1.17 -2.25
F: -2.92 0.97 -2.48
F: -3.44 2.41 -0.22
F: -2.55 3.61 -1.80
O: -5.74 3.86 -0.24
C: -6.84 3.02 -0.49
C: -6.82 1.75 0.37
F: -5.67 1.05 0.21
F: -7.83 0.93 0.02
F: -6.92 2.76 -1.81
F: -7.94 3.74 -0.18
H: -4.26 4.95 -1.01
H: -5.27 4.27 -2.24
H: -4.01 2.30 -3.49
H: -6.92 2.00 1.43

Properties
Multiplicity: 1
Frontier orbital gap in hartree: 0.336
Total charge: +1
Electronic energy in eV: -52175.7226
LUMO in eV: -4.3


Record 6
DFT (ωB97M-V with the def2-TZVPD basis set) results for one molecule with the formula C6H8BrNO2 at a distorted geometry.

Positions of all 18 atoms, in Å:
C: 0.88 1.04 -1.63
C: 1.25 0.13 -0.44
C: 0.75 0.76 0.90
C: -0.44 0.41 1.33
C: -1.35 -0.55 0.63
O: -2.29 -1.27 1.49
Br: -2.51 0.83 -0.58
N: -0.55 -1.43 -0.13
C: 0.80 -1.25 -0.47
O: 1.42 -2.23 -0.72
H: 1.27 2.11 -1.25
H: -0.15 1.10 -1.77
H: 1.49 0.79 -2.51
H: 2.39 0.04 -0.40
H: 1.47 1.49 1.49
H: -0.81 0.81 2.26
H: -2.70 -0.48 2.09
H: -0.92 -2.31 -0.29

Properties
Multiplicity: 1
Frontier orbital gap in hartree: 0.360
Electronic energy in eV: -81978.1533
Energy relative to the best compared isomer or geometry (same formula, charge and spin) in kcal per mole: 24.9
LUMO in eV: 0.0
SMILES: C[C@H]1C=C[C@@](O)(Br)NC1=O


Record 7
DFT (ωB97M-V with the def2-TZVPD basis set) results for a 8-piece molecular cluster, C4H24NO10 overall at a distorted geometry.

Positions of all 39 atoms, in Å:
C: 1.85 0.07 0.65
O: 2.49 -1.07 0.03
C: 0.45 0.11 0.04
C: 0.21 1.29 -0.96
C: -0.78 0.96 -2.02
O: -1.10 2.12 -2.65
O: -1.29 -0.08 -2.33
N: -0.58 0.15 1.15
H: 2.01 -0.07 1.72
H: 2.45 0.96 0.48
H: 3.12 -0.73 -0.61
H: 0.23 -0.79 -0.52
H: 1.24 1.44 -1.30
H: -0.05 2.26 -0.55
H: -1.59 1.96 -3.47
H: -0.51 1.04 1.66
H: -0.36 -0.60 1.84
H: -1.54 0.05 0.83
H: 0.78 -3.43 0.71
H: -0.77 -3.40 0.50
O: -0.02 -2.92 0.87
H: -0.31 -3.28 -2.98
H: -0.66 -1.85 -2.31
O: -0.22 -2.71 -2.23
H: 0.73 3.38 1.88
H: 1.49 3.38 0.54
O: 1.21 2.80 1.26
H: 1.47 -3.20 -1.27
H: 2.93 -3.44 -0.88
O: 2.26 -3.69 -1.53
H: 0.37 -2.32 2.64
H: 1.09 -1.52 3.83
O: 0.38 -1.51 3.19
H: -1.62 3.53 0.97
H: -1.76 3.16 2.46
O: -1.17 3.57 1.82
H: -3.70 1.24 0.41
H: -4.25 1.78 1.66
O: -3.39 1.60 1.25

Properties
Multiplicity: 1
Frontier orbital gap in hartree: 0.381
Total charge: +1
Electronic energy in eV: -26497.3485
Energy relative to the best compared isomer or geometry (same formula, charge and spin) in kcal per mole: 2.3
LUMO in eV: -2.9


Record 8
DFT (ωB97M-V with the def2-TZVPD basis set) results for C15H14ClLaNO2 as an isolated structure at a distorted geometry.

Positions of all 34 atoms, in Å:
C: 0.15 -1.79 -3.52
C: -1.18 -1.96 -3.05
C: -1.15 -2.81 -1.92
C: 0.20 -3.20 -1.69
C: 1.01 -2.58 -2.69
La: 0.48 -0.59 -0.99
C: -1.29 2.31 -3.02
C: -0.51 2.77 -3.99
C: 0.63 2.67 -4.66
N: 2.57 -0.06 -1.24
H: -2.03 -3.16 -1.35
H: -2.08 -1.54 -3.53
H: 0.57 -3.82 -0.86
H: 2.10 -2.60 -2.75
H: 0.46 -1.16 -4.35
H: -2.32 2.19 -3.30
H: 2.89 0.72 -1.95
H: -1.29 1.97 -1.99
H: 0.71 3.07 -5.70
H: 1.61 2.20 -4.46
Cl: -0.26 0.96 7.62
C: -0.19 0.78 5.92
C: 0.00 -0.49 5.39
C: 0.10 -0.64 4.00
C: -0.06 0.48 3.19
C: -0.28 1.75 3.70
C: -0.32 1.92 5.09
C: -0.01 0.15 1.74
O: 0.83 -0.73 1.36
O: -0.80 0.68 0.86
H: 0.09 -1.37 6.02
H: 0.27 -1.60 3.54
H: -0.43 2.59 3.02
H: -0.47 2.89 5.53

Properties
Multiplicity: 1
Frontier orbital gap (spin up / spin down) in hartree: 0.171 / 0.158
Total charge: -1
Electronic energy in eV: -34746.2467
Energy relative to the best compared isomer or geometry (same formula, charge and spin) in kcal per mole: 66.1
LUMO (spin up / spin down) in eV: 2.0 / 1.7


Record 9
DFT (ωB97M-V with the def2-TZVPD basis set) results for C19H20Cl2N3O5PS3W as an isolated structure at a distorted geometry.

Positions of all 54 atoms, in Å:
W: -1.35 0.35 0.00
N: -4.49 -1.56 -0.81
C: -3.76 -0.44 -0.53
S: -3.87 0.30 1.03
N: -3.02 0.09 -1.49
N: -2.58 1.39 -1.18
C: -1.99 2.05 -2.21
C: -0.94 2.95 -1.96
C: -0.42 3.80 -2.96
C: 0.68 4.60 -2.71
C: 1.28 4.61 -1.46
C: 0.77 3.81 -0.44
C: -0.31 2.98 -0.66
O: -0.72 2.12 0.29
H: -4.82 -2.10 -0.02
H: -4.25 -2.06 -1.65
H: -2.31 1.82 -3.22
H: -0.89 3.80 -3.93
H: 1.08 5.22 -3.50
H: 2.14 5.23 -1.27
H: 1.23 3.77 0.54
Cl: -2.84 -5.11 4.66
C: -2.39 -4.05 3.37
C: -2.27 -4.58 2.09
C: -1.96 -3.70 1.05
Cl: -1.87 -4.27 -0.58
C: -1.72 -2.35 1.26
O: -1.47 -1.53 0.24
C: -1.79 -1.83 2.61
C: -1.50 -0.49 2.86
O: -1.18 0.38 1.94
C: -2.16 -2.72 3.65
H: -2.43 -5.62 1.90
H: -1.50 -0.13 3.89
H: -2.28 -2.33 4.65
C: 4.22 1.55 -1.67
C: 2.78 1.08 -1.54
O: 2.45 1.03 -0.16
P: 1.22 0.28 0.59
S: 1.70 0.70 2.46
S: 0.01 -0.16 -1.87
O: 1.48 -1.34 0.38
C: 2.50 -2.04 1.10
C: 3.85 -1.95 0.41
H: 4.44 1.70 -2.72
H: 4.90 0.82 -1.26
H: 4.35 2.49 -1.14
H: 2.65 0.09 -1.98
H: 2.10 1.77 -2.04
H: 2.16 -3.07 1.16
H: 2.57 -1.62 2.11
H: 3.78 -2.35 -0.60
H: 4.59 -2.50 0.97
H: 4.15 -0.91 0.36

Properties
Multiplicity: 2
Frontier orbital gap (spin up / spin down) in hartree: 0.119 / 0.184
Total charge: -1
⟨S²⟩: 0.806
Electronic energy in eV: -103402.7681
Energy relative to the best compared isomer or geometry (same formula, charge and spin) in kcal per mole: 77.3
LUMO (spin up / spin down) in eV: 0.6 / 1.3